{
  "formula": "C9H19N4O",
  "method": "wB97M-V/def2-TZVPD",
  "symbols": ["C", "C", "C", "C", "C", "C", "C", "C", "C", "N", "N", "N", "N", "O", "H", "H", "H", "H", "H", "H", "H", "H", "H", "H", "H", "H", "H", "H", "H", "H", "H", "H", "H"],
  "xyz": [[-1.6489, -0.1877, -2.4966], [-0.7868, -2.4227, 0.5856], [0.3007, -2.8720, -0.3038], [0.0524, -0.4096, -0.7893], [0.5989, 1.4547, 0.1589], [1.0482, -0.0959, 2.1431], [0.3164, -1.4525, 0.1895], [-3.0679, 0.0536, -2.9275], [1.2833, 2.3668, 2.2350], [-1.3144, -0.2732, -1.2575], [1.2705, -1.2094, 1.3917], [1.2429, 2.2507, -0.8351], [1.4662, 1.2191, 1.2572], [-0.2930, 0.0813, 2.3411], [-0.9282, -0.1363, -3.2363], [-1.7563, -2.4698, -0.0599], [-1.0205, -2.7239, 1.6413], [1.1316, -3.4929, 0.1068], [-0.0032, -3.0395, -1.3157], [0.7416, -0.3911, -1.5867], [-0.4392, 1.8705, 0.3960], [1.6879, 0.1121, 3.0650], [-3.2560, 0.9860, -2.4066], [-3.1161, 0.0410, -3.9752], [-3.7013, -0.7903, -2.5716], [1.2705, 3.3794, 1.6549], [0.3788, 2.2857, 2.6680], [2.1329, 2.3548, 2.9213], [2.2327, -1.3202, 0.9508], [1.8571, 1.6310, -1.2157], [0.7192, 2.7238, -1.5471], [2.4119, 1.1762, 0.8750], [-0.8121, -0.6997, 1.9435]],
  "forces_ev_per_angstrom": [[-0.31, 0.12, 2.57], [-3.30, -0.59, -0.63], [2.30, -0.92, 1.81], [-0.97, 3.89, 0.70], [-4.34, -1.24, -3.64], [-0.32, 1.24, -0.31], [-0.63, -0.88, 2.18], [0.78, -1.43, 2.04], [3.85, 2.47, -2.97], [0.01, -0.18, 0.46], [1.61, -2.34, -3.81], [-0.93, 0.76, 2.27], [-0.86, 1.25, 1.75], [-0.71, -1.13, 0.23], [1.84, -0.21, -1.74], [1.65, 0.88, 1.58], [0.94, 0.08, -1.11], [-0.85, 0.32, -0.57], [0.19, -0.05, -0.42], [1.25, 0.14, -1.04], [1.71, -0.82, 0.23], [-0.82, -0.86, -1.12], [-0.98, 0.19, -0.41], [-0.26, 0.60, -1.38], [0.21, 0.85, 0.07], [0.33, -1.92, 0.92], [-2.93, -0.67, 1.64], [-0.31, 0.08, 0.09], [-1.34, 0.26, 1.52], [2.50, -1.36, -2.11], [-0.60, -0.07, 0.09], [0.15, -0.03, 0.51], [1.15, 1.59, 0.61]],
  "lowdin_charge": [-0.18, -0.10, -0.07, -0.11, -0.22, -0.36, -0.41, -0.04, 0.02, 0.05, 0.10, 0.09, -0.06, 0.03, 0.09, 0.14, 0.13, 0.13, 0.11, 0.10, 0.17, 0.19, 0.09, 0.06, 0.10, 0.15, 0.05, 0.11, 0.17, 0.04, 0.10, 0.18, 0.14],
  "total_charge": 1,
  "homo_ev": -11.912,
  "gap_ev": 9.1928,
  "total_energy_ha": -648.18522,
  "e_above_lowest_kj_mol": 409.8
}